[1]
# C7H9BNO2

The ion C7H9BNO2 with charge +1 (ωB97M-V/def2-TZVPD, the OMol25 dataset).

Output
- M (g/mol) = 149.97
- orbital gap (alpha / beta) (eV) = 4.4969 / 6.3787
- lowest unoccupied orbital energy (alpha / beta) (eV) = -3.58 / -6.71
- electronic energy (eV) = -13656.6173
- HOMO (alpha / beta) (eV) = -8.08 / -13.09

```
! RIJCOSX wB97M-V def2-TZVPD def2/J DEFGRID3
* xyz 1 3
O 0.7586 -2.0510 -0.0542
O 3.0287 -1.7056 -0.0700
N 1.8955 1.5206 -0.3101
C 1.4146 0.2681 0.4332
C -1.6613 -2.0011 -0.0476
C -1.4795 0.6628 0.4169
C -0.4040 -1.3687 0.0397
C -0.2971 -0.0183 0.3134
C -2.8515 -1.3096 -0.0032
C -2.6913 0.0387 0.1705
B 1.8058 -1.2314 0.0779
H 3.1161 -2.6278 -0.2078
H 1.0359 2.1323 -0.1768
H -3.4905 0.6799 0.2674
H -1.5450 -3.1062 -0.3713
H -1.4356 1.6060 0.8396
H 1.7279 0.3444 1.4986
H 2.1917 1.1905 -1.2517
H 2.7468 1.7911 0.2766
H -3.7653 -1.8610 -0.0313
*
```

Results of the Mulliken charge analysis, in e, for atoms 1 through 6: -0.57, -0.44, -0.14, -0.59, -0.13, -0.84

=====

[2]
# C3H6N2O3

An isolated molecule of C3H6N2O3 (ωB97M-V/def2-TZVPD, the OMol25 dataset).

Output
- M (g/mol) = 118.09
- orbital gap (eV) = 10.2027
- lowest unoccupied orbital energy (eV) = 0.72
- electronic energy (eV) = -12327.4347
- HOMO (eV) = -9.48

```
! RIJCOSX wB97M-V def2-TZVPD def2/J DEFGRID3
* xyz 0 1
O 2.8375 -0.0294 0.1934
O -0.3626 1.1154 -0.8869
O -0.3272 -1.2520 -0.8564
N 0.8992 1.2244 -0.3119
N 0.9647 -1.1013 -0.3747
C -1.2680 0.0515 0.9628
C -1.0075 -0.0743 -0.5388
C 1.6528 0.0297 -0.1610
H -1.9563 0.8798 1.2790
H 1.3437 -1.9806 -0.0502
H -1.9051 -0.0572 -1.2116
H -0.3713 -0.0052 1.5816
H -1.8477 -0.7865 1.1859
H 1.3477 1.9856 -0.8112
*
```

Results of the Mulliken charge analysis, in e, for atoms 1 through 6: -0.65, -0.31, -0.34, -0.18, -0.07, -0.97

=====

[3]
# C44H29BrCl2F5GeN2O3RuSe

A structure of composition C44H29BrCl2F5GeN2O3RuSe (ωB97M-V/def2-TZVPD, the OMol25 dataset).

Output
- M (g/mol) = 1132.17
- orbital gap (eV) = 5.6940
- lowest unoccupied orbital energy (eV) = 1.77
- electronic energy (eV) = -288321.1587
- HOMO (eV) = -3.92

```
! RIJCOSX wB97M-V def2-TZVPD def2/J DEFGRID3
* xyz -1 1
Ru 2.1520 0.8514 0.3921
Br 3.3470 1.5706 3.5461
Se 2.2670 2.3494 -1.7625
Ge 0.6596 -2.1197 0.2066
Cl -5.9859 -0.8980 0.8951
Cl -2.9566 -1.9397 -2.8253
F 1.1386 8.0343 0.0182
F 0.1993 7.1209 -2.3700
F 2.6347 6.3904 1.5912
F 0.7283 4.6259 -3.1670
F 3.1865 3.9000 0.8103
O 0.7538 2.4686 1.2814
O -0.0178 0.6705 0.3242
O 8.1949 1.2330 1.8350
N -4.0091 0.8491 -0.1112
N 4.1647 1.1836 0.9346
C -4.2229 -2.9991 -2.7410
C 2.1117 -6.6474 0.0853
C 6.8827 1.2154 1.5017
C 0.1877 -0.6809 -2.2143
C -0.9832 -0.4859 -2.6527
C -1.5880 -2.5695 -1.5258
C -2.5183 -1.9021 -4.4125
C -0.4245 -1.8996 -1.4949
C -2.3028 -1.1452 3.0937
C -3.4329 2.0054 -0.6966
C -1.8545 3.8180 -0.7438
C -4.5249 -1.4875 0.0701
C 6.4370 1.0545 0.1951
C -3.1942 -3.6765 0.0752
C 2.3690 -5.7994 -0.9837
C -1.5861 -1.2132 4.2819
C 1.4016 6.7798 -0.3745
C 4.6138 1.3491 2.1753
C 2.0875 -0.8244 0.2683
C -1.6444 2.2365 1.1493
C 0.9297 6.3114 -1.5864
C -3.9312 -0.4271 -0.7652
C 5.9536 1.3755 2.5157
C -4.3189 -2.7979 0.2865
C -0.2429 -1.5609 4.2573
C 1.9522 -4.4770 -0.9345
C -3.5359 -0.3561 -2.0669
C -0.2195 1.7773 0.9038
C -1.6735 -1.4287 1.8909
C 5.0807 1.0591 -0.0396
C 1.9585 4.1390 -1.2020
C -0.3350 -1.7994 1.8546
C -4.0050 2.5171 -1.8617
C 1.2110 5.0161 -1.9813
C -2.4055 4.3046 -1.9128
C -3.4959 3.6461 -2.4705
C 0.3800 -1.8512 3.0492
C -2.0334 -3.5624 -0.5892
C 1.4370 -6.1677 1.1984
C 2.4282 4.6516 0.0011
C 1.2751 -3.9796 0.1788
C -2.3447 2.6687 -0.1221
C 1.0200 -4.8431 1.2424
C 2.1594 5.9409 0.4211
H -1.0002 4.3159 -0.2967
H -4.8524 1.9970 -2.2853
H 6.2659 1.5173 3.5383
H -3.3509 -0.8669 3.1005
H 0.4853 -4.4799 2.1129
H -2.2212 -1.3273 0.9638
H -1.5937 3.0864 1.8307
H -2.0706 -0.9836 5.2231
H -5.0940 -3.2629 0.8836
H -3.1664 -2.5756 -4.9362
H 7.1282 0.9443 -0.6307
H -5.1683 -2.5679 -2.4862
H -2.1562 1.4250 1.6688
H -3.9489 4.0130 -3.3830
H 2.8917 -6.1695 -1.8571
H 1.2304 -6.8262 2.0333
H -3.2616 -4.5740 0.6833
H 2.1546 -3.8254 -1.7783
H 1.2023 -0.3639 -2.0484
H -1.2962 -4.3404 -0.4044
H 8.7285 1.1278 1.0400
H -1.9863 5.1825 -2.3878
H 2.4334 -7.6808 0.0482
H 1.4383 -2.0888 3.0397
H -3.7408 0.7395 0.8552
H 4.6771 0.9831 -1.0382
H -3.9327 -4.0216 -2.8959
H -1.6380 -1.3588 -4.6933
H 0.3274 -1.5931 5.1777
*
```

Results of the Mulliken charge analysis, in e, for atoms 1 through 6: 0.64, -0.09, -0.31, 2.69, -0.24, 0.72

=====

[4]
# C3H3NO2S

An isolated molecule of C3H3NO2S (ωB97M-V/def2-TZVPD, the OMol25 dataset).

Output
- M (g/mol) = 117.13
- orbital gap (alpha / beta) (eV) = 7.8706 / 7.8654
- lowest unoccupied orbital energy (alpha / beta) (eV) = -1.12 / -1.12
- electronic energy (eV) = -19575.0438
- HOMO (alpha / beta) (eV) = -8.99 / -8.99

```
! RIJCOSX wB97M-V def2-TZVPD def2/J DEFGRID3
* xyz 0 1
S 1.2636 0.8126 -0.4216
O 1.7536 -1.8886 0.0121
O 1.8611 1.4144 0.6983
N 0.8477 -0.9153 -0.1185
C -0.4120 -1.1031 0.0634
C -0.4652 1.2155 -0.1963
C -1.2096 0.0975 -0.0449
H -0.6337 2.3074 -0.4350
H -2.3122 0.0906 0.1833
H -0.6933 -2.0310 0.2592
*
```

Results of the Mulliken charge analysis, in e, for atoms 1 through 6: 0.42, -0.62, -0.46, 0.38, -0.10, -0.18

=====

[5]
# C4H2BrFS

An isolated molecule of C4H2BrFS (ωB97M-V/def2-TZVPD, the OMol25 dataset).

Output
- M (g/mol) = 181.03
- orbital gap (eV) = 7.7917
- lowest unoccupied orbital energy (eV) = -0.23
- electronic energy (eV) = -87772.2415
- HOMO (eV) = -8.02

```
! RIJCOSX wB97M-V def2-TZVPD def2/J DEFGRID3
* xyz 0 1
Br 0.7380 4.7085 0.3621
S 0.4428 2.0537 -1.4197
F -0.2546 2.1363 2.5111
C -0.0505 0.4864 0.6452
C 0.0734 3.0225 -0.0309
C -0.1482 1.7519 1.2280
C 0.2737 0.4893 -0.6630
H -0.1240 -0.5042 1.0899
H 0.5275 -0.2416 -1.3835
*
```

Results of the Mulliken charge analysis, in e, for atoms 1 through 6: -0.04, -0.02, -0.22, -0.59, -0.05, 0.41